Entry 1:
Entry from the OMol25 dataset: C68H57NOP4Pt as an isolated structure (ωB97M-V/def2-TZVPD).

The multiplicity is 3. As for the total charge: +2. Its HOMO-LUMO gap (spin up / spin down) is 7.9 / 4.7 eV. The calculation puts the HOMO energy (spin up / spin down) at -11.998 / -12.011 eV.

Last column: Löwdin charge in e.
Atoms and positions in Å:
Pt  0.231  -0.107  -0.629  0.57
O  -0.790  -2.610  0.521  -0.16
C  -0.087  -3.776  0.385  -0.27
C  -0.620  -5.039  0.581  0.01
C  0.181  -6.151  0.375  -0.04
C  1.493  -6.007  -0.050  -0.05
C  1.998  -4.742  -0.302  -0.07
C  1.222  -3.607  -0.083  -0.27
P  1.779  -1.931  -0.549  0.96
C  2.799  -2.134  -2.047  -0.35
C  4.106  -2.619  -1.979  -0.08
C  4.911  -2.604  -3.106  -0.05
C  4.422  -2.108  -4.307  -0.05
C  3.118  -1.644  -4.388  -0.06
C  2.312  -1.648  -3.260  -0.13
C  3.111  -1.506  0.619  -0.38
C  3.686  -0.244  0.451  -0.11
C  4.828  0.102  1.153  -0.06
C  5.405  -0.813  2.026  -0.06
C  4.815  -2.054  2.218  -0.06
C  3.665  -2.401  1.524  -0.08
C  -2.123  -2.526  0.828  -0.30
C  -2.710  -3.089  1.946  -0.01
C  -4.066  -2.885  2.158  -0.03
C  -4.819  -2.154  1.252  -0.05
C  -4.218  -1.579  0.142  -0.08
C  -2.855  -1.742  -0.071  -0.27
P  -1.867  -1.150  -1.504  1.04
C  -2.996  -0.116  -2.456  -0.37
C  -2.991  -0.232  -3.846  -0.09
C  -3.874  0.511  -4.607  -0.05
C  -4.761  1.379  -3.985  -0.05
C  -4.736  1.533  -2.606  -0.05
C  -3.845  0.802  -1.841  -0.11
C  -1.863  -2.713  -2.452  -0.34
C  -0.710  -3.441  -2.709  -0.09
C  -0.800  -4.710  -3.267  -0.05
C  -2.039  -5.243  -3.581  -0.05
C  -3.194  -4.502  -3.354  -0.05
C  -3.111  -3.245  -2.786  -0.08
H  -1.658  -5.159  0.855  0.12
H  -0.232  -7.138  0.531  0.12
H  2.110  -6.879  -0.212  0.12
H  3.002  -4.641  -0.689  0.11
H  4.508  -2.978  -1.041  0.11
H  5.929  -2.964  -3.043  0.12
H  5.065  -2.069  -5.176  0.12
H  2.738  -1.268  -5.329  0.11
H  1.300  -1.257  -3.313  0.08
H  3.258  0.453  -0.265  0.07
H  5.283  1.073  1.006  0.11
H  6.313  -0.555  2.555  0.11
H  5.259  -2.766  2.902  0.12
H  3.214  -3.376  1.666  0.11
H  -2.123  -3.669  2.646  0.13
H  -4.536  -3.312  3.034  0.12
H  -5.881  -2.029  1.416  0.12
H  -4.814  -1.022  -0.568  0.11
H  -2.307  -0.924  -4.323  0.11
H  -3.880  0.412  -5.684  0.12
H  -5.470  1.942  -4.577  0.12
H  -5.421  2.220  -2.126  0.12
H  -3.819  0.935  -0.765  0.09
H  0.261  -3.024  -2.478  0.05
H  0.099  -5.285  -3.443  0.12
H  -2.117  -6.235  -4.004  0.12
H  -4.164  -4.910  -3.607  0.12
H  -4.011  -2.673  -2.599  0.12
C  -0.701  3.129  0.535  -0.33
N  0.066  3.103  1.751  -0.18
C  0.890  1.985  2.098  -0.31
P  0.051  0.337  1.868  1.03
C  0.913  -0.707  3.078  -0.37
C  0.301  -1.927  3.376  -0.09
C  0.788  -2.725  4.395  -0.05
C  1.883  -2.300  5.137  -0.05
C  2.522  -1.113  4.814  -0.06
C  2.050  -0.320  3.777  -0.09
C  -1.523  0.603  2.752  -0.33
C  -2.723  0.650  2.051  -0.12
C  -3.917  0.847  2.726  -0.06
C  -3.919  0.992  4.104  -0.05
C  -2.722  0.944  4.809  -0.05
C  -1.526  0.755  4.139  -0.06
C  0.052  4.242  2.574  -0.24
C  1.181  4.608  3.313  -0.03
C  1.178  5.775  4.060  -0.07
C  0.062  6.596  4.087  -0.08
C  -1.068  6.230  3.372  -0.07
C  -1.080  5.063  2.626  -0.03
P  0.034  2.255  -0.916  0.91
C  1.715  2.930  -1.078  -0.36
C  2.619  2.213  -1.865  -0.14
C  3.896  2.702  -2.089  -0.06
C  4.281  3.904  -1.512  -0.05
C  3.391  4.613  -0.717  -0.05
C  2.107  4.135  -0.501  -0.06
C  -0.768  3.106  -2.315  -0.34
C  -0.384  2.682  -3.587  -0.10
C  -0.787  3.378  -4.712  -0.06
C  -1.598  4.497  -4.583  -0.06
C  -2.018  4.897  -3.326  -0.06
C  -1.610  4.208  -2.194  -0.08
H  -0.821  4.174  0.253  0.08
H  -1.704  2.693  0.657  0.09
H  1.136  2.064  3.155  0.09
H  1.825  1.951  1.516  0.09
H  -0.578  -2.220  2.814  0.07
H  0.307  -3.666  4.628  0.11
H  2.233  -2.893  5.971  0.12
H  3.389  -0.795  5.378  0.12
H  2.576  0.591  3.531  0.10
H  -2.718  0.514  0.976  0.06
H  -4.852  0.879  2.180  0.11
H  -4.850  1.140  4.634  0.12
H  -2.726  1.049  5.886  0.12
H  -0.597  0.712  4.694  0.12
H  2.083  4.010  3.265  0.11
H  2.072  6.058  4.601  0.11
H  0.072  7.512  4.660  0.11
H  -1.953  6.853  3.392  0.11
H  -1.985  4.770  2.109  0.11
H  2.319  1.264  -2.301  0.07
H  4.588  2.146  -2.708  0.12
H  5.279  4.289  -1.677  0.12
H  3.693  5.550  -0.268  0.12
H  1.427  4.709  0.117  0.11
H  0.245  1.804  -3.692  0.10
H  -0.467  3.045  -5.691  0.11
H  -1.913  5.045  -5.461  0.12
H  -2.668  5.755  -3.215  0.12
H  -1.960  4.553  -1.231  0.10


Entry 2:
Entry from the OMol25 dataset: C14H23NS4Sc as an isolated structure (ωB97M-V/def2-TZVPD).

As for the total charge: +3. Its HOMO-LUMO gap is 8.2 eV. The calculation puts the HOMO energy at -19.421 eV.

Last column: Löwdin charge in e.
Atoms and positions in Å:
Sc  0.268  0.157  -1.135  0.88
C  0.276  -0.728  2.328  -0.44
C  -1.222  -0.728  2.099  -0.43
S  -1.713  0.370  0.707  0.90
C  -3.248  -0.428  0.081  -0.41
C  -3.384  -0.645  -1.436  -0.41
S  -2.068  0.001  -2.553  0.88
C  -1.801  -1.402  -3.701  -0.45
C  -1.266  -2.681  -3.080  -0.44
S  0.286  -2.486  -2.114  0.91
C  -0.272  -3.145  -0.478  -0.47
C  0.806  -3.004  0.578  -0.44
S  1.314  -1.276  0.921  0.91
H  0.520  -1.377  3.170  0.11
H  0.653  0.270  2.557  0.09
H  -1.722  -0.333  2.984  0.11
H  -1.607  -1.728  1.902  0.09
H  -4.055  0.208  0.438  0.10
H  -3.323  -1.378  0.605  0.09
H  -4.291  -0.159  -1.789  0.10
H  -3.466  -1.706  -1.658  0.09
H  -1.128  -1.008  -4.462  0.10
H  -2.763  -1.598  -4.178  0.12
H  -1.029  -3.374  -3.888  0.11
H  -1.986  -3.166  -2.424  0.09
H  -0.488  -4.203  -0.629  0.12
H  -1.188  -2.620  -0.204  0.06
H  1.727  -3.506  0.278  0.10
H  0.483  -3.446  1.522  0.12
C  3.492  4.401  2.277  0.01
C  2.801  3.525  1.305  -0.19
C  3.452  2.457  0.668  0.04
C  2.766  1.642  -0.194  -0.12
N  1.445  1.805  -0.473  -0.13
C  0.826  2.881  0.088  -0.11
C  1.454  3.731  0.959  0.03
H  4.505  4.068  2.486  0.10
H  2.929  4.457  3.211  0.11
H  3.532  5.428  1.900  0.12
H  4.505  2.277  0.839  0.14
H  3.281  0.824  -0.687  0.13
H  -0.209  3.055  -0.187  0.12
H  0.908  4.572  1.365  0.15


Entry 3:
Entry from the OMol25 dataset: a 2-piece molecular cluster, C11H14N3 overall (ωB97M-V/def2-TZVPD).

The calculation puts the energy relative to the best compared isomer or geometry (same formula, charge and spin) at 82.6 kcal/mol. As for the total charge: +1. Its HOMO-LUMO gap is 7.9 eV. The calculation puts the HOMO energy at -12.520 eV.

Last column: Löwdin charge in e.
Atoms and positions in Å:
C  1.638  -1.024  -3.515  -0.04
C  2.327  -0.206  -2.597  -0.06
C  0.230  -1.150  -3.569  -0.02
C  1.564  0.523  -1.724  -0.03
C  -0.523  -0.309  -2.756  -0.01
C  0.178  0.410  -1.800  -0.24
C  0.035  2.439  1.032  0.01
C  -1.226  -0.401  0.564  -0.23
C  -0.120  1.239  2.021  -0.13
C  -0.657  1.161  -0.847  -0.07
C  -0.259  -0.053  1.444  -0.08
N  -0.154  2.144  -0.145  0.10
N  -2.156  -0.822  -0.064  0.18
N  -0.654  -1.547  4.524  0.01
H  2.263  -1.460  -4.314  0.12
H  3.459  -0.316  -2.647  0.14
H  -0.153  -1.935  -4.110  0.09
H  1.905  1.329  -1.023  0.13
H  -1.602  -0.215  -2.541  0.12
H  0.169  3.431  1.318  0.13
H  0.759  1.251  2.701  0.14
H  -1.031  1.436  2.639  0.15
H  -1.675  1.554  -1.097  0.19
H  0.582  -0.810  1.331  0.17
H  -2.850  -1.311  0.676  0.19
H  -0.315  -2.550  4.382  0.06
H  -1.634  -1.568  4.897  0.04
H  -0.103  -1.240  5.220  -0.06


Entry 4:
Entry from the OMol25 dataset: a 2-piece molecular cluster, C24H25N3O2 overall (ωB97M-V/def2-TZVPD).

The calculation puts the energy relative to the best compared isomer or geometry (same formula, charge and spin) at 116.4 kcal/mol. Its HOMO-LUMO gap is 3.2 eV. The calculation puts the HOMO energy at -5.315 eV.

Last column: Löwdin charge in e.
Atoms and positions in Å:
O  -0.645  2.406  1.436  -0.09
C  0.207  3.175  1.887  -0.53
C  0.144  3.642  3.241  -0.04
C  1.078  4.500  3.726  -0.07
C  2.134  4.954  2.921  -0.31
C  3.076  5.820  3.435  -0.26
N  3.874  6.553  3.875  0.10
C  2.218  4.505  1.593  -0.07
C  1.297  3.644  1.083  -0.05
H  -0.665  3.294  3.858  0.09
H  1.027  4.854  4.743  0.10
H  3.035  4.863  0.989  0.10
H  1.364  3.293  0.068  0.09
C  -1.801  -3.453  -0.039  0.01
N  -1.733  -2.866  -1.382  -0.02
C  -1.054  -1.755  -1.865  -0.02
C  -0.211  -0.862  -1.075  -0.30
C  -0.278  -0.909  0.359  -0.03
C  0.765  -0.540  1.154  0.04
C  0.826  -0.771  2.573  -0.20
C  2.067  -0.958  3.210  -0.01
C  2.133  -1.312  4.537  -0.07
C  0.970  -1.463  5.273  -0.07
C  -0.264  -1.249  4.678  -0.07
C  -0.339  -0.915  3.348  -0.02
O  0.600  -0.097  -1.620  0.05
N  -1.239  -1.735  -3.241  0.10
C  -0.820  -0.695  -4.252  -0.50
C  -1.422  -1.015  -5.629  -0.05
C  0.706  -0.696  -4.377  -0.02
C  -1.335  0.671  -3.788  -0.01
C  -2.017  -2.832  -3.578  0.00
C  -2.322  -3.512  -2.448  -0.01
H  -2.059  -4.507  -0.118  0.10
H  -0.840  -3.388  0.467  0.10
H  -2.567  -2.960  0.558  0.11
H  -1.151  -1.328  0.812  0.08
H  1.653  -0.176  0.662  0.14
H  2.966  -0.889  2.624  0.11
H  3.088  -1.521  4.991  0.11
H  1.024  -1.757  6.308  0.10
H  -1.169  -1.377  5.252  0.11
H  -1.298  -0.752  2.886  0.11
H  -2.508  -1.069  -5.586  0.09
H  -1.164  -0.248  -6.358  0.10
H  -1.051  -1.962  -6.016  0.09
H  1.165  -0.383  -3.443  0.06
H  1.072  -1.693  -4.617  0.09
H  1.043  -0.018  -5.161  0.10
H  -0.873  0.953  -2.844  0.08
H  -1.113  1.446  -4.522  0.10
H  -2.415  0.644  -3.642  0.10
H  -2.297  -3.127  -4.573  0.13
H  -2.884  -4.428  -2.373  0.14


Entry 5:
Entry from the OMol25 dataset: a 2-piece molecular cluster, C4H12N3 overall (ωB97M-V/def2-TZVPD).

The calculation puts the energy relative to the best compared isomer or geometry (same formula, charge and spin) at 61.5 kcal/mol. As for the total charge: +1. Its HOMO-LUMO gap is 11.0 eV. The calculation puts the HOMO energy at -14.016 eV.

Last column: Löwdin charge in e.
Atoms and positions in Å:
C  -1.980  0.338  -0.353  -0.21
C  -2.023  0.507  2.026  -0.02
C  2.284  -0.334  -1.654  -0.14
C  1.942  -1.012  0.560  -0.02
N  -1.581  0.032  -1.531  0.22
N  -1.337  0.292  0.756  0.00
N  1.466  -0.360  -0.443  -0.12
H  -2.915  0.862  -0.204  0.17
H  -2.166  1.648  2.043  0.14
H  -2.924  -0.019  2.084  0.07
H  -1.315  0.168  2.753  0.09
H  1.573  -0.033  -2.462  0.07
H  3.137  0.476  -1.599  0.13
H  2.802  -1.295  -1.887  0.09
H  -0.480  -0.374  0.796  0.15
H  1.529  -0.821  1.499  0.04
H  2.886  -1.516  0.597  0.08
H  -2.247  0.202  -2.326  0.19
H  -0.659  -0.285  -1.457  0.07


Entry 6:
Entry from the OMol25 dataset: a 2-piece molecular cluster, C4H12 overall (ωB97M-V/def2-TZVPD).

The calculation puts the energy relative to the best compared isomer or geometry (same formula, charge and spin) at 22.4 kcal/mol. Its structure (SMILES) is CC.CC. Its HOMO-LUMO gap is 12.3 eV. The calculation puts the HOMO energy at -11.132 eV.

Last column: Löwdin charge in e.
Atoms and positions in Å:
C  -2.434  -0.481  1.509  -0.15
C  -1.888  0.439  0.390  -0.16
H  -3.081  -1.174  0.965  0.05
H  -1.715  -1.231  1.842  0.06
H  -2.962  0.091  2.257  0.06
H  -2.000  1.512  0.576  0.06
H  -0.895  0.297  -0.002  0.03
H  -2.674  0.352  -0.360  0.06
C  2.268  0.762  -1.166  -0.16
C  2.087  -0.628  -0.581  -0.18
H  2.889  1.371  -0.507  0.06
H  2.916  0.701  -2.045  0.06
H  1.349  1.287  -1.410  0.06
H  1.074  -0.960  -0.347  0.05
H  2.222  -1.496  -1.254  0.07
H  2.842  -0.842  0.133  0.05


| no. | maximum force (eV/Å) |
| --- | --- |
| 1 | 0.777 |
| 2 | 1.288 |
| 3 | 5.014 |
| 4 | 3.367 |
| 5 | 4.590 |
| 6 | 2.170 |